1.
Entry from the OMol25 dataset: the ion H2N3O2S with charge -1 at a distorted geometry (ωB97M-V with the def2-TZVPD basis set).

```
8
Properties=species:S:1:pos:R:3
N 0.127 -0.193 -0.216
N 0.854 -0.753 0.945
O 0.919 -2.049 0.992
N 1.291 0.102 1.913
O 1.840 -0.377 2.895
S 1.070 1.753 1.596
H 0.451 0.743 -0.298
H 0.704 -0.520 -1.082
```

Values from the calculation:
* LUMO level (alpha / beta): 3.96 / 3.96 eV
* 2S+1: 1
* highest occupied orbital energy (alpha / beta): -3.1 / -3.1 eV
* relative energy (zero: lowest compared OMol25 entry of this formula, charge and spin): 2.326 eV
* SMILES: NN([O-])[N+]([O-])=S
* net charge: -1
* Kohn-Sham gap (alpha / beta): 7.060 / 7.063 eV
* DFT total energy: -714.00172 Eh

=====

2.
Entry from the OMol25 dataset: a cluster of 2 separate species, H2N3O2S in total at a distorted geometry (ωB97M-V with the def2-TZVPD basis set).

```
8
Properties=species:S:1:pos:R:3
N -0.114 0.712 1.054
N 0.102 0.369 -0.290
N -0.304 -0.822 -0.608
O 0.300 1.274 -1.137
O -0.071 -1.189 -2.440
S -0.486 -1.920 0.507
H 0.172 1.647 1.313
H 0.401 -0.071 1.601
```

Values from the calculation:
* LUMO level (alpha / beta): 3.99 / 3.99 eV
* 2S+1: 1
* highest occupied orbital energy (alpha / beta): -3.3 / -3.3 eV
* relative energy (zero: lowest compared OMol25 entry of this formula, charge and spin): 4.957 eV
* net charge: -1
* Kohn-Sham gap (alpha / beta): 7.310 / 7.313 eV
* DFT total energy: -713.90504 Eh

=====

3.
Entry from the OMol25 dataset: a cluster of 2 separate species, H2N4O4 in total at a distorted geometry (ωB97M-V with the def2-TZVPD basis set).

```
10
Properties=species:S:1:pos:R:3
H -2.038 0.659 -0.952
N -1.314 0.626 -0.179
N -0.359 1.386 -0.367
O -0.167 2.087 -1.359
O 0.646 1.408 0.590
H 0.222 1.490 1.469
O 0.996 -1.276 1.793
N 0.682 -1.634 0.694
N 0.855 -2.159 -0.326
O 0.479 -2.586 -1.361
```

Values from the calculation:
* LUMO level: -0.39 eV
* 2S+1: 1
* highest occupied orbital energy: -10.1 eV
* relative energy (zero: lowest compared OMol25 entry of this formula, charge and spin): 1.230 eV
* SMILES: [H]/N=[N+](\[O-])O.O=NN=O
* net charge: 0
* Kohn-Sham gap: 9.713 eV
* DFT total energy: -520.85618 Eh